84
Properties=species:S:1:pos:R:3:lowdin_charge:R:1 method="wB97M-V/def2-TZVPD" orbital_gap_ev=8.23 total_charge=0 smiles="CC[C@@H](Cl)c1c(CCCI)c(CCCCCCCCCCOC)cc2c1C(=O)C(C(F)(F)C(F)(F)C(F)(F)F)=C(CN)C2=O" e_above_lowest_ev=0.0000 e_homo_ev=-9.26 lumo_ev=-1.032
C -5.0269 2.4952 -0.0851 -0.08
C -4.9649 1.9159 -1.4938 -0.26
C -4.0015 0.7215 -1.6197 -0.60
Cl -3.4652 0.5051 -3.3247 0.69
C -2.8026 0.6968 -0.6929 -0.13
C -2.7610 -0.2452 0.3605 -0.09
C -3.8973 -1.2239 0.5612 -0.14
C -3.7546 -2.4723 -0.3506 -0.30
C -3.9525 -3.7579 0.4371 -0.68
I -3.3324 -5.4751 -0.6655 0.75
C -1.6255 -0.3357 1.1916 -0.12
C -1.4377 -1.3955 2.2596 -0.12
C -0.7385 -0.8863 3.5353 -0.18
C 0.7261 -1.3214 3.7044 -0.20
C 1.0284 -2.8053 3.4453 -0.19
C 1.6816 -3.0801 2.0807 -0.20
C 2.4792 -4.3960 2.0341 -0.20
C 3.9961 -4.1828 2.0307 -0.21
C 4.5679 -3.7152 0.6867 -0.19
C 4.3798 -2.2468 0.2744 -0.18
C 4.7607 -1.2095 1.3144 -0.24
O 4.3461 0.0691 0.8406 -0.20
C 4.0181 0.9801 1.8616 -0.11
C -0.5426 0.5099 0.9563 0.06
C -0.5711 1.4098 -0.0914 -0.07
C -1.7016 1.5333 -0.8943 -0.05
C -1.6224 2.6414 -1.8922 -0.29
O -2.5405 3.3740 -2.1392 0.13
C -0.2655 2.8404 -2.5280 0.03
C -0.2719 3.3163 -3.9694 -0.37
F -1.4211 2.9205 -4.5761 0.12
F 0.7601 2.7596 -4.6564 0.13
C -0.1847 4.8637 -4.1409 -0.33
F -0.9608 5.4504 -3.2052 0.16
F 1.0909 5.2600 -3.9318 0.15
C -0.6316 5.3828 -5.5404 -0.53
F -0.1129 6.6011 -5.7440 0.18
F -0.2013 4.5641 -6.5117 0.18
F -1.9648 5.4626 -5.6061 0.18
C 0.8525 2.6254 -1.8102 0.00
C 2.2831 2.7032 -2.3471 -0.19
N 3.3981 2.5917 -1.4273 0.03
C 0.6198 2.2598 -0.3663 -0.27
O 1.3558 2.6219 0.5164 0.13
H -4.0964 2.9943 0.1879 0.08
H -5.2310 1.7213 0.6617 0.07
H -5.8334 3.2280 -0.0185 0.08
H -4.6985 2.6824 -2.2161 0.09
H -5.9592 1.5479 -1.7674 0.11
H -4.5796 -0.1788 -1.4470 0.06
H -3.9470 -1.5371 1.6021 0.10
H -4.8471 -0.7219 0.3711 0.11
H -4.4671 -2.4202 -1.1759 0.11
H -2.7610 -2.4723 -0.8052 0.10
H -4.9948 -3.9173 0.7072 0.05
H -3.3474 -3.7564 1.3426 0.03
H -2.3830 -1.8628 2.5338 0.09
H -0.8457 -2.1869 1.7910 0.10
H -0.7530 0.2069 3.5412 0.11
H -1.3108 -1.1901 4.4155 0.11
H 1.0273 -1.0663 4.7246 0.11
H 1.3482 -0.7005 3.0514 0.08
H 1.6758 -3.1974 4.2336 0.11
H 0.0940 -3.3771 3.4937 0.11
H 0.9190 -3.0771 1.2974 0.10
H 2.3543 -2.2492 1.8596 0.08
H 2.2121 -4.9843 1.1507 0.11
H 2.2144 -5.0083 2.9025 0.11
H 4.2563 -3.5026 2.8480 0.11
H 4.4774 -5.1350 2.2764 0.11
H 5.6336 -3.9605 0.6505 0.11
H 4.1016 -4.3191 -0.0996 0.11
H 3.3449 -2.0634 -0.0285 0.11
H 4.9839 -2.0554 -0.6173 0.12
H 4.2921 -1.4063 2.2833 0.10
H 5.8503 -1.1932 1.4415 0.13
H 4.7560 0.9735 2.6722 0.09
H 3.9994 1.9818 1.4303 0.08
H 3.0299 0.7691 2.2903 0.07
H 0.3492 0.4434 1.5660 0.11
H 2.4081 3.6262 -2.9067 0.11
H 2.3738 1.8968 -3.0793 0.13
H 3.4218 3.3791 -0.7937 0.07
H 3.3406 1.7620 -0.8516 0.05